A structure of composition CH19O9Pd in a non-equilibrium geometry, computed with ωB97M-V/def2-TZVPD.

Element x y z (Å)
Pd1 15.0295 -1.9877 -31.4824
C1 18.3144 -1.3737 -31.1189
O1 17.2660 -1.9438 -31.8871
H1 18.0366 -1.2432 -30.0730
H2 19.1982 -2.0064 -31.0372
H3 18.7990 -0.4810 -31.5145
O2 18.7371 -1.2717 -34.6550
H4 19.6327 -1.3074 -34.3190
H5 18.1868 -1.2713 -33.8718
O3 18.5048 -4.3881 -32.9288
H6 17.8284 -4.5775 -33.5790
H7 18.2894 -3.5129 -32.6063
O4 21.3438 -4.4356 -29.8342
H8 21.3884 -3.4936 -29.6701
H9 21.2690 -4.5102 -30.7855
O5 21.2403 -1.4498 -33.2680
H10 21.8246 -1.1935 -32.5544
H11 21.1793 -2.4025 -33.1979
O6 18.0945 -3.6085 -27.5647
H12 18.1255 -3.7276 -28.5140
H13 18.5834 -2.8006 -27.4081
O7 21.5111 -1.7615 -29.0920
H14 22.4037 -1.5125 -29.3318
H15 20.9581 -1.3268 -29.7413
O8 17.1141 0.3894 -27.7930
H16 17.5123 -0.3915 -27.4085
H17 17.8464 0.8620 -28.1888
O9 15.2346 -0.3807 -29.8638
H18 15.9673 -0.2521 -29.2614
H19 14.7945 0.4689 -29.8912

Properties
Total energy (hartree): -854.11485
LUMO energy (spin up / spin down) (eV): -5.2 / -7.8
2S+1: 3
Energy above the lowest of the compared OMol25 structures with the same formula, charge and spin (kcal/mol): 16.1
Charge: +1
Highest occupied orbital energy (spin up / spin down) (eV): -13.72 / -13.72
HOMO-LUMO gap (spin up / spin down) (eV): 8.5 / 5.9

---

A cluster of 9 separate species, CH20O9 in total in a non-equilibrium geometry, computed with ωB97M-V/def2-TZVPD.

Element x y z (Å)
O1 1.0340 -1.4744 2.3580
H1 0.2954 -0.9915 1.6940
H2 0.5740 -1.4930 3.2861
H3 1.5385 -2.4789 2.0804
C1 0.0329 0.7477 -0.2654
O2 -0.5918 -0.1265 0.6787
H4 0.8740 0.1671 -0.7219
H5 0.5952 1.3648 0.1620
H6 -0.3253 1.1796 -1.1749
O3 -0.1219 1.0287 -3.6941
H7 0.1908 0.2079 -3.4686
H8 0.3701 1.7122 -3.2397
O4 -1.2872 2.5322 1.7769
H9 -0.9537 1.7788 1.2800
H10 -0.9766 3.4867 1.4178
O5 0.2881 -2.2690 -0.5438
H11 -0.2478 -2.7099 -1.2537
H12 -0.0264 -1.3342 -0.5670
O6 1.5845 -1.1169 -3.2458
H13 2.5707 -0.9931 -3.1637
H14 1.5228 -1.2694 -2.2176
O7 -2.6853 -0.2255 2.3325
H15 -2.0158 -0.2343 1.6115
H16 -2.5420 -0.8287 3.0319
O8 2.4906 1.7399 1.9611
H17 1.6310 1.5202 1.4254
H18 2.5842 1.5863 2.8009
O9 -2.4663 -0.7165 -1.4587
H19 -2.0267 -0.5339 -0.7387
H20 -1.9099 -0.2562 -2.1434

Properties
Total energy (hartree): -727.01208
LUMO energy (eV): -1.6
2S+1: 1
Energy above the lowest of the compared OMol25 structures with the same formula, charge and spin (kcal/mol): 158.7
Charge: 0
Highest occupied orbital energy (eV): -9.87
HOMO-LUMO gap (eV): 8.3

---

A cluster of 12 separate species, CH25O12 in total in a non-equilibrium geometry, computed with ωB97M-V/def2-TZVPD.

Element x y z (Å)
C1 -43.9012 -20.0154 -35.9585
O1 -44.9909 -19.2508 -35.6854
H1 -42.9473 -19.7340 -35.7549
H2 -43.9152 -19.8185 -37.1282
H3 -44.2992 -20.9493 -35.7049
O2 -46.8865 -17.5805 -34.8289
H4 -46.0215 -18.0640 -34.8225
H5 -47.0360 -17.2863 -33.8963
O3 -41.1704 -19.0099 -37.4111
H6 -41.7412 -19.6222 -37.2926
H7 -41.4949 -18.8398 -38.2601
O4 -41.1450 -21.5670 -36.0384
H8 -40.5855 -21.6261 -35.1654
H9 -41.9767 -21.8768 -35.5923
O5 -40.7879 -17.3745 -35.1366
H10 -40.5633 -18.0762 -35.8878
H11 -39.8636 -17.4368 -34.6780
O6 -43.6588 -24.0446 -35.7142
H12 -44.1968 -24.8403 -35.5817
H13 -44.2980 -23.3790 -36.0147
O7 -46.6957 -21.2152 -34.7244
H14 -47.5569 -20.6440 -34.6548
H15 -45.8911 -20.7672 -35.3010
O8 -44.4537 -18.8737 -33.0315
H16 -45.2655 -18.3587 -32.7915
H17 -44.6574 -19.1715 -33.8640
O9 -44.4608 -20.7001 -40.5434
H18 -45.3118 -21.1862 -40.3828
H19 -44.4604 -20.1392 -39.8073
O10 -45.7141 -22.7307 -37.6876
H20 -45.6112 -21.8103 -37.8046
H21 -46.5265 -22.8131 -37.7656
O11 -43.6824 -16.9164 -35.8734
H22 -42.8128 -17.1758 -35.5923
H23 -43.9380 -17.7645 -35.9452
O12 -45.5744 -19.4526 -38.0104
H24 -44.9821 -18.9077 -38.5819
H25 -45.2392 -19.4962 -37.1441

Properties
Total energy (hartree): -955.83673
LUMO energy (eV): 2.8
2S+1: 1
Energy above the lowest of the compared OMol25 structures with the same formula, charge and spin (kcal/mol): 135.2
Charge: -1
Highest occupied orbital energy (eV): -5.36
HOMO-LUMO gap (eV): 8.2

---

A structure of composition CH25O15Sn in a non-equilibrium geometry, computed with ωB97M-V/def2-TZVPD.

Element x y z (Å)
Sn1 1.4670 5.6460 -16.0200
C1 -0.0780 3.1820 -13.8650
O1 0.8720 3.8220 -14.3870
O2 -0.8960 2.3600 -14.6340
O3 -0.3600 3.4210 -12.6710
H1 -0.6380 2.4560 -15.5270
O4 1.0820 3.2910 -17.0530
H2 1.4050 2.5880 -16.4660
H3 1.2840 2.9380 -17.9020
O5 -1.0740 5.6810 -11.5070
H4 -0.7790 4.9070 -11.9970
H5 -1.8400 5.9470 -12.0800
O6 -1.0260 5.3260 -16.2930
H6 -1.6990 5.3400 -15.6450
H7 -1.4800 5.2200 -17.1480
O7 -0.8070 -0.3960 -16.4620
H8 -1.5220 -1.0600 -16.4500
H9 -1.1110 0.3650 -16.9950
O8 -1.4170 2.2960 -17.4770
H10 -0.6680 2.7950 -17.3760
H11 -2.1670 2.8120 -17.0900
O9 -0.7630 0.8670 -12.1800
H12 -0.5390 1.5980 -12.7610
H13 -1.5010 0.4010 -12.6180
O10 -3.4410 2.7590 -13.7430
H14 -3.3630 2.3460 -12.8610
H15 -2.5050 2.6330 -14.0070
O11 1.9460 4.3000 -11.9220
H16 1.1740 3.9310 -12.3870
H17 1.7810 4.0480 -10.9950
O12 3.1510 5.7950 -14.0010
H18 2.8480 5.2040 -13.2750
H19 3.9840 5.4640 -14.2960
O13 1.8840 1.2410 -15.5000
H20 2.0430 0.7240 -16.2850
H21 1.6320 0.6040 -14.7980
O14 -2.2800 3.0300 -10.5420
H22 -2.9660 2.4040 -10.4100
H23 -1.6730 2.5730 -11.1010
O15 2.3620 1.3940 -11.8590
H24 2.1700 0.6830 -12.4910
H25 1.7170 2.0430 -12.0340

Properties
Total energy (hartree): -1395.72748
LUMO energy (eV): -6.2
2S+1: 1
Energy above the lowest of the compared OMol25 structures with the same formula, charge and spin (kcal/mol): 0.0
Charge: +1
Highest occupied orbital energy (eV): -12.62
HOMO-LUMO gap (eV): 6.4

---

A cluster of 13 separate species, CH28FN2O19PS in total in a non-equilibrium geometry, computed with ωB97M-V/def2-TZVPD.

Element x y z (Å)
O1 -0.5831 2.4031 2.0666
N1 -1.2263 2.0822 1.1289
O2 -1.2035 0.7018 1.0134
C1 -0.6038 0.4125 -0.2489
N2 0.8476 0.7790 -0.2470
P1 1.2576 1.8527 -1.5651
O3 0.3511 3.0774 -1.4609
O4 2.8191 2.4104 -1.5059
O5 0.8867 1.1393 -3.0419
S1 1.8841 -0.5771 -0.1505
O6 3.2932 -0.2444 -0.4742
O7 1.4706 -1.7259 -0.9989
F1 1.8861 -0.9928 1.4456
H1 -0.8121 -0.6605 -0.4798
H2 -1.0988 1.0165 -1.0593
H3 2.7512 3.3821 -1.4336
H4 0.2913 1.7725 -3.4852
O8 3.7942 -3.3080 2.8994
H5 4.1148 -3.4785 2.0070
H6 3.1870 -2.5704 2.7918
O9 -4.0856 2.3081 0.6341
H7 -4.7503 1.6175 0.7472
H8 -4.2811 2.9395 1.3349
O10 6.3123 -4.4416 4.6175
H9 7.0946 -3.8886 4.5335
H10 5.6468 -3.9900 4.0805
O11 1.5736 4.7444 2.8890
H11 0.9087 4.0531 2.9990
H12 1.3740 5.3744 3.5897
O12 -1.1087 5.5586 0.8795
H13 -1.2438 4.6740 0.5213
H14 -0.3036 5.4770 1.4021
O13 2.6919 -4.7440 -1.6724
H15 2.5109 -3.8472 -1.3622
H16 3.2741 -4.6158 -2.4289
O14 -4.5950 -0.2890 -0.7814
H17 -3.7893 0.2304 -0.8778
H18 -5.2451 0.1854 -1.3178
O15 5.6210 -1.1205 1.4995
H19 6.4049 -0.5686 1.4162
H20 4.9593 -0.6673 0.9627
O16 -6.4465 1.5770 -2.8980
H21 -6.1422 1.3833 -3.7907
H22 -7.0250 2.3383 -3.0080
O17 -5.8501 -2.1254 1.1551
H23 -6.0063 -1.4199 1.7890
H24 -5.2797 -1.7190 0.4873
O18 -1.7537 -1.1474 -2.6703
H25 -2.3141 -1.7340 -3.1875
H26 -0.8589 -1.3526 -2.9650
O19 -0.4151 -3.7806 -2.0455
H27 0.5402 -3.8973 -1.9941
H28 -0.7701 -4.5965 -1.6784

Properties
Total energy (hartree): -2433.30303
LUMO energy (eV): -0.9
2S+1: 1
Charge: 0
Highest occupied orbital energy (eV): -10.74
HOMO-LUMO gap (eV): 9.8

---

A cluster of 14 separate species, CH29NO13 in total in a non-equilibrium geometry, computed with ωB97M-V/def2-TZVPD.

Element x y z (Å)
C1 -1.7869 1.1356 -2.1750
N1 -1.1827 0.0833 -1.8246
H1 -2.5325 1.0595 -2.9581
H2 -1.7586 2.0451 -1.7649
H3 -0.5532 0.0436 -0.9934
H4 1.7091 2.7862 -2.5354
H5 1.6938 1.6076 -1.5186
O1 2.2546 2.1925 -1.9926
H6 2.8054 1.6415 0.3282
H7 4.4613 1.3722 -0.0326
O2 3.6648 1.1937 0.4352
H8 -0.6387 -4.0038 0.1758
H9 -1.3150 -3.4202 1.3876
O3 -1.3551 -3.5674 0.4356
H10 -0.6874 -0.4206 -4.0233
H11 -1.9764 -1.0561 -3.8070
O4 -1.3152 -0.8241 -4.5650
H12 -3.1332 -0.9251 -0.7048
H13 -2.4789 -1.8331 0.1722
O5 -3.2357 -1.1613 0.1725
H14 0.2427 -1.8928 2.5829
H15 0.4916 -3.3572 3.1415
O6 -0.0828 -2.7403 2.7145
H16 0.7617 -1.1250 -2.9763
H17 1.9414 -0.1896 -2.6561
O7 1.0721 -0.3888 -2.4620
H18 1.5141 3.0734 1.0190
H19 1.5061 1.4582 0.9224
O8 1.1943 2.2973 0.4222
H20 2.2895 -0.5096 2.4998
H21 2.4878 -0.6510 0.9160
O9 1.7984 -0.7386 1.6994
H22 -2.0050 -0.6797 2.0611
H23 -0.4636 -0.1085 1.7490
O10 -1.4625 0.1307 1.7537
H24 -2.5247 3.3187 2.2773
H25 -2.3347 1.7544 2.1755
O11 -2.0178 2.6750 2.6367
H26 -0.4097 2.5648 3.0744
H27 0.6205 3.5790 3.2745
O12 0.5474 2.7106 3.2682
H28 1.5494 -2.9912 -1.3313
H29 -0.0512 -2.8673 -1.3730
O13 0.6961 -3.2717 -1.6013

Properties
Total energy (hartree): -1088.21323
LUMO energy (eV): 0.0
2S+1: 1
Energy above the lowest of the compared OMol25 structures with the same formula, charge and spin (kcal/mol): 110.4
Charge: 0
Highest occupied orbital energy (eV): -10.16
HOMO-LUMO gap (eV): 10.1

---

The molecule CH2Br2S in a non-equilibrium geometry, computed with ωB97M-V/def2-TZVPD.

Element x y z (Å)
C1 1.5008 -0.3748 -0.0487
S1 -2.4743 -0.4776 0.0119
Br1 -0.1984 -1.0933 -0.0142
Br2 1.9794 1.2302 0.8381
H1 1.7439 -0.0539 -1.0892
H2 -2.5513 0.7694 0.3021

Properties
Total energy (hartree): -5585.36579
LUMO energy (spin up / spin down) (eV): -1.5 / -1.6
2S+1: 1
Energy above the lowest of the compared OMol25 structures with the same formula, charge and spin (kcal/mol): 79.6
Charge: 0
Highest occupied orbital energy (spin up / spin down) (eV): -8.69 / -8.95
HOMO-LUMO gap (spin up / spin down) (eV): 7.2 / 7.4

---

A structure of composition CH2Br3PS in a non-equilibrium geometry, computed with ωB97M-V/def2-TZVPD.

Element x y z (Å)
C1 0.7246 -2.0160 0.9161
P1 -0.8284 2.5571 -1.0737
S1 1.0172 2.1734 -0.3513
Br1 1.4156 -0.3855 0.8068
Br2 -2.1210 1.6106 0.5163
Br3 -1.1087 0.9592 -2.7040
H1 0.0488 -2.0135 1.7699
H2 0.8519 -2.8854 0.1199

Properties
Total energy (hartree): -8500.82139
LUMO energy (spin up / spin down) (eV): -0.9 / -2.9
2S+1: 1
Energy above the lowest of the compared OMol25 structures with the same formula, charge and spin (kcal/mol): 74.0
Charge: 0
Highest occupied orbital energy (spin up / spin down) (eV): -9.18 / -8.63
HOMO-LUMO gap (spin up / spin down) (eV): 8.3 / 5.7

---

A structure of composition CH2BrClFNO2S in a non-equilibrium geometry, computed with ωB97M-V/def2-TZVPD.

Element x y z (Å)
C1 -0.0058 -0.2702 -1.2146
N1 -0.2950 0.0061 1.6314
O1 1.0948 1.5088 0.2152
O2 1.8684 -0.7945 0.4378
F1 -0.6248 -1.4369 -1.2608
S1 0.7778 0.1393 0.3839
Cl1 0.8434 0.1643 -2.5200
Br1 -2.0943 1.2819 -0.8818
H1 -0.2718 -0.9383 1.8110
H2 -1.2926 0.3393 1.3979

Properties
Total energy (hartree): -3776.70861
LUMO energy (spin up / spin down) (eV): -2.3 / -2.3
2S+1: 1
Energy above the lowest of the compared OMol25 structures with the same formula, charge and spin (kcal/mol): 42.4
Charge: 0
Highest occupied orbital energy (spin up / spin down) (eV): -10.26 / -10.26
HOMO-LUMO gap (spin up / spin down) (eV): 8.0 / 8.0

---

A cluster of 2 separate species, CH2BrClO in total in a non-equilibrium geometry, computed with ωB97M-V/def2-TZVPD.

Element x y z (Å)
C1 3.1761 -1.5669 -0.7476
O1 0.1988 -0.2313 0.4670
Cl1 2.9485 -1.4559 0.9081
Br1 1.9852 -2.6911 -1.6577
H1 0.6275 -0.2398 -0.3577
H2 -0.7657 -0.3535 0.2834

Properties
Total energy (hartree): -3148.63071
LUMO energy (eV): -1.1
2S+1: 1
Energy above the lowest of the compared OMol25 structures with the same formula, charge and spin (kcal/mol): 62.0
Charge: 0
Highest occupied orbital energy (eV): -9.27
HOMO-LUMO gap (eV): 8.1